Model A:
Entry from the Open Molecules 2025 dataset: a molecular structure, C2H7N4 (ωB97M-V/def2-TZVPD).

Geometry as XYZ:
```
13
Properties=species:S:1:pos:R:3
C -0.90 0.64 0.82
C 1.73 -1.07 -1.39
N 0.90 0.20 0.36
N 0.77 -0.48 -0.61
N -1.65 0.04 -0.01
N -1.03 1.53 1.73
H 1.85 -0.62 -2.45
H 1.41 -2.03 -1.40
H 2.71 -0.85 -0.98
H -0.97 -0.62 -0.49
H -2.64 -0.14 -0.02
H -0.16 1.61 2.36
H -2.03 1.80 2.07
```

Properties
E_HOMO: -0.5186 hartree
Charge: +1
Molecular weight: 87.106 g mol⁻¹
HOMO-LUMO gap: 10.11 eV

Atom charges from the Mulliken analysis, given in e for atoms 1 to 8: 0.358 -0.724 -0.375 0.124 -0.251 -0.350 0.305 0.331

Model B:
Entry from the Open Molecules 2025 dataset: a gas-phase ion, C2H7N4 (charge +1) (ωB97M-V/def2-TZVPD).

Geometry as XYZ:
```
13
Properties=species:S:1:pos:R:3
C 1.90 1.20 -1.62
C -1.64 -0.51 0.07
N -0.63 0.08 -0.59
N 0.46 0.33 0.18
N 1.52 0.92 -0.41
N -1.47 -0.96 1.37
H 1.46 0.67 -2.42
H 2.89 1.66 -1.66
H -2.42 -0.99 -0.45
H 2.19 1.11 0.39
H -0.59 -1.51 1.60
H -2.07 -1.83 1.45
H -1.61 -0.18 2.09
```

Properties
E_HOMO: -0.4543 hartree
Charge: +1
Molecular weight: 87.106 g mol⁻¹
HOMO-LUMO gap: 8.04 eV

Atom charges from the Mulliken analysis, given in e for atoms 1 to 8: -0.162 -0.235 -0.173 -0.527 0.074 -0.319 0.289 0.270

Model C:
Entry from the Open Molecules 2025 dataset: a gas-phase ion, C2H7N4 (charge +1) (ωB97M-V/def2-TZVPD).

Geometry as XYZ:
```
13
Properties=species:S:1:pos:R:3
C -1.07 0.93 0.05
C -0.94 -0.20 -0.98
N 1.87 -0.76 -1.05
N -0.23 0.50 1.25
N 0.92 -0.19 0.93
N 0.96 -0.48 -0.32
H -0.58 1.87 -0.33
H -2.07 1.12 0.45
H -1.40 -1.24 -0.73
H -0.98 -0.02 -2.06
H 2.79 -0.90 -0.75
H -0.65 0.19 2.08
H 1.37 -0.84 1.47
```

Properties
E_HOMO (alpha / beta): -0.4962 / -0.4962 hartree
Charge: +1
Molecular weight: 87.106 g mol⁻¹
HOMO-LUMO gap (alpha / beta): 8.54 / 8.54 eV

Atom charges from the Mulliken analysis, given in e for atoms 1 to 8: -0.345 -0.228 -0.670 -0.252 -0.134 0.627 0.231 0.391

Most stable structure - model A; separation to the second - 0.0480 hartree.

Model A:
Entry from the Open Molecules 2025 dataset: a molecular structure, C2H7N4 (ωB97M-V/def2-TZVPD).

Geometry as XYZ:
```
13
Properties=species:S:1:pos:R:3
C 1.52 0.12 -0.10
C -0.61 1.34 -0.11
N 0.68 0.97 -0.06
N -0.56 -1.30 -0.22
N 2.68 -0.45 -0.10
N -1.48 -0.36 -0.19
H -1.09 1.67 0.71
H -0.73 2.11 -0.86
H -0.36 -1.66 0.78
H 3.28 -0.12 0.63
H 2.70 -1.41 -0.29
H -2.18 -0.19 0.67
H -2.06 -0.39 -1.01
```

Properties
E_HOMO (alpha / beta): -0.4859 / -0.4859 hartree
Charge: +1
Molecular weight: 87.106 g mol⁻¹
HOMO-LUMO gap (alpha / beta): 9.17 / 9.18 eV

Atom charges from the Mulliken analysis, given in e for atoms 1 to 8: 0.426 -0.387 -0.077 -0.730 -0.382 -0.038 0.315 0.328

Model B:
Entry from the Open Molecules 2025 dataset: 2 unconnected molecules or ions with the total composition C2H7N4 (ωB97M-V/def2-TZVPD).

Geometry as XYZ:
```
13
Properties=species:S:1:pos:R:3
C 0.09 -0.11 0.02
C -1.31 0.30 -0.07
N 3.75 0.39 -0.08
N 4.82 0.07 0.01
N 1.05 0.78 0.12
N 0.35 -1.43 -0.05
H -1.38 0.22 -1.18
H -1.99 -0.41 0.45
H -1.43 1.26 0.34
H 2.09 0.64 -0.23
H 0.96 1.67 0.57
H -0.41 -2.15 -0.17
H 1.30 -1.59 -0.41
```

Properties
E_HOMO: -0.5769 hartree
Charge: +1
Molecular weight: 87.106 g mol⁻¹
HOMO-LUMO gap: 12.06 eV

Atom charges from the Mulliken analysis, given in e for atoms 1 to 8: 0.809 -1.083 0.155 -0.237 -0.348 -0.391 0.305 0.350

Model C:
Entry from the Open Molecules 2025 dataset: 2 unconnected molecules or ions with the total composition C2H7N4 (ωB97M-V/def2-TZVPD).

Geometry as XYZ:
```
13
Properties=species:S:1:pos:R:3
C 0.26 0.74 0.04
C -2.15 -0.89 0.20
N -1.01 -0.93 -0.27
N 1.37 0.12 -0.12
N 0.12 2.06 0.07
N 1.56 -1.15 0.27
H -2.55 -1.81 -0.33
H -2.73 -0.35 0.97
H 2.31 0.67 -0.19
H -0.80 2.30 -0.05
H 0.71 2.57 -0.58
H 0.73 -1.70 0.37
H 2.17 -1.64 -0.39
```

Properties
E_HOMO (alpha / beta): -0.4987 / -0.4986 hartree
Charge: +1
Molecular weight: 87.106 g mol⁻¹
HOMO-LUMO gap (alpha / beta): 8.30 / 8.31 eV

Atom charges from the Mulliken analysis, given in e for atoms 1 to 8: 0.267 -0.057 -0.400 0.122 -0.390 -0.596 0.285 0.300

Most stable structure - model B; separation to the second - 0.2024 hartree.

Model A:
Entry from the Open Molecules 2025 dataset: a molecular structure, C3H4ClN3O (ωB97M-V/def2-TZVPD).

Geometry as XYZ:
```
12
Properties=species:S:1:pos:R:3
C -2.16 1.49 0.11
C 0.84 0.13 -0.01
C -1.13 -0.83 0.01
H -1.92 2.50 0.59
H -2.71 1.70 -0.81
H -2.77 1.11 0.93
H -3.19 -1.49 -0.09
N -1.09 0.55 0.04
N 0.17 1.13 -0.31
N -2.08 -1.71 -0.23
O 0.26 -1.09 0.30
Cl 2.60 0.02 -0.01
```

Properties
E_HOMO: -0.3318 hartree
Molecular weight: 133.538 g mol⁻¹
HOMO-LUMO gap: 9.64 eV

Atom charges from the Mulliken analysis, given in e for atoms 1 to 8: -0.877 0.381 0.587 0.278 0.299 0.376 0.266 0.398

Model B:
Entry from the Open Molecules 2025 dataset: a single C3H4ClN3O molecule (ωB97M-V/def2-TZVPD).

Geometry as XYZ:
```
12
Properties=species:S:1:pos:R:3
N 1.04 1.46 -2.06
N 0.42 0.63 -1.15
C 0.96 -0.51 -0.45
C 0.09 -0.85 0.59
Cl 0.13 -2.01 1.85
N -1.04 0.05 0.29
C -0.65 1.08 -0.56
O -1.18 2.18 -0.58
H 0.19 1.81 -2.69
H 1.38 2.30 -1.51
H 1.70 -1.06 -1.04
H -1.45 0.40 1.28
```

Properties
E_HOMO: -0.3178 hartree
Molecular weight: 133.538 g mol⁻¹
HOMO-LUMO gap: 9.28 eV

Atom charges from the Mulliken analysis, given in e for atoms 1 to 8: -0.864 0.416 -0.360 0.217 -0.152 -0.324 0.450 -0.645

Most stable structure - model B; separation to the second - 0.0329 hartree.

Model A:
Entry from the Open Molecules 2025 dataset: a gas-phase ion, C5H8N (charge +1) (ωB97M-V/def2-TZVPD).

Geometry as XYZ:
```
14
Properties=species:S:1:pos:R:3
C -2.11 -0.34 -0.63
N -1.04 0.14 -0.26
C -0.54 1.13 0.78
C 0.61 1.55 0.06
C 0.31 0.09 -0.01
C 1.27 -1.01 0.12
H -2.04 -1.21 -1.27
H -3.11 0.00 -0.26
H -0.94 1.12 1.81
H 0.49 2.10 -0.90
H 1.62 1.75 0.55
H 1.20 -1.48 -0.90
H 0.82 -1.80 0.74
H 2.23 -0.61 0.23
```

Properties
E_HOMO: -0.5293 hartree
Charge: +1
Molecular weight: 82.126 g mol⁻¹
HOMO-LUMO gap: 10.23 eV

Atom charges from the Mulliken analysis, given in e for atoms 1 to 8: -0.136 0.065 -0.356 -0.514 0.567 -1.111 0.276 0.268

Model B:
Entry from the Open Molecules 2025 dataset: a gas-phase ion, C5H8N (charge +1) (ωB97M-V/def2-TZVPD).

Geometry as XYZ:
```
14
Properties=species:S:1:pos:R:3
C 1.30 -0.77 -0.15
C 2.37 -0.29 0.36
C 0.00 -1.18 -0.16
C -0.87 -0.35 0.96
C -1.43 1.40 -0.40
N -1.28 0.77 0.82
H 3.29 -0.77 0.22
H -0.30 -0.88 -1.16
H -0.22 -2.34 -0.12
H -0.55 -0.79 1.98
H -0.65 0.82 -1.02
H -2.36 1.12 -1.05
H -1.39 2.49 -0.69
H 2.09 0.79 0.41
```

Properties
E_HOMO: -0.5225 hartree
Charge: +1
Molecular weight: 82.126 g mol⁻¹
HOMO-LUMO gap: 7.65 eV

Atom charges from the Mulliken analysis, given in e for atoms 1 to 8: 0.569 -0.468 -0.955 0.064 -0.621 -0.198 0.366 0.436

Model C:
Entry from the Open Molecules 2025 dataset: a gas-phase ion, C5H8N (charge +1) (ωB97M-V/def2-TZVPD).

Geometry as XYZ:
```
14
Properties=species:S:1:pos:R:3
C -2.04 -0.94 0.01
C -2.06 0.38 -0.08
C -0.81 1.15 0.23
N 0.39 0.98 -0.18
C 1.43 0.43 -0.55
C 2.26 -0.59 0.14
H -2.98 -1.45 0.03
H -1.09 -1.44 0.19
H -3.02 0.99 -0.28
H -1.03 2.15 0.63
H 1.80 0.67 -1.49
H 1.63 -0.80 1.04
H 2.47 -1.50 -0.46
H 3.05 -0.04 0.78
```

Properties
E_HOMO: -0.5539 hartree
Charge: +1
Molecular weight: 82.126 g mol⁻¹
HOMO-LUMO gap: 10.00 eV

Atom charges from the Mulliken analysis, given in e for atoms 1 to 8: -0.549 -0.049 0.031 -0.053 0.034 -0.895 0.289 0.186

Most stable structure - model C; separation to the second - 0.0484 hartree.

Model A:
Entry from the Open Molecules 2025 dataset: 2 unconnected molecules or ions with the total composition C29H36N5 (ωB97M-V/def2-TZVPD).

Geometry as XYZ:
```
70
Properties=species:S:1:pos:R:3
C 6.45 -3.17 0.13
N 5.91 -2.59 -1.09
C 6.44 -3.18 -2.31
C 4.69 -1.92 -1.09
C 4.63 -0.50 -1.07
C 3.42 0.15 -1.03
C 2.19 -0.57 -1.00
C 0.94 0.11 -0.94
C -0.29 -0.53 -1.08
C -1.52 0.11 -1.01
C -2.77 -0.58 -1.06
C -4.00 0.14 -1.08
C -5.21 -0.51 -1.10
C -5.27 -1.93 -1.10
N -6.50 -2.60 -1.10
C -7.08 -3.12 -2.31
C -7.08 -3.11 0.13
C -4.06 -2.67 -1.10
C -2.84 -2.01 -1.08
C 2.26 -2.00 -1.04
C 3.48 -2.66 -1.08
H 5.88 -2.80 0.99
H 6.40 -4.27 0.10
H 7.50 -2.89 0.24
H 5.87 -2.81 -3.17
H 7.50 -2.90 -2.43
H 6.39 -4.28 -2.28
H 5.58 0.05 -1.09
H 3.37 1.24 -1.02
H 0.94 1.20 -0.82
H -0.28 -1.60 -1.27
H -1.53 1.20 -0.91
H -3.95 1.23 -1.08
H -6.16 0.04 -1.11
H -6.50 -2.78 -3.18
H -7.11 -4.22 -2.30
H -8.12 -2.76 -2.41
H -6.49 -2.76 0.98
H -8.11 -2.75 0.23
H -7.10 -4.21 0.13
H -4.11 -3.76 -1.10
H -1.93 -2.61 -1.06
H 1.35 -2.60 -1.03
H 3.53 -3.75 -1.09
C -0.46 5.17 -2.14
C -1.45 5.05 -1.15
C -1.11 4.63 0.14
C 0.22 4.33 0.45
C 0.59 3.88 1.85
N 0.52 2.44 1.97
C 0.78 1.97 3.16
N 0.73 0.63 3.45
C 1.13 0.33 4.80
C 1.41 1.71 5.40
N 1.14 2.61 4.30
C 1.21 4.43 -0.54
C 0.87 4.85 -1.83
H -0.72 5.51 -3.14
H -2.49 5.29 -1.38
H -1.87 4.53 0.92
H 1.62 4.24 2.05
H -0.10 4.39 2.55
H 0.55 -0.04 2.70
H 0.33 -0.17 5.35
H 2.04 -0.28 4.80
H 0.74 1.92 6.24
H 2.45 1.80 5.72
H 1.30 3.61 4.32
H 2.24 4.18 -0.28
H 1.65 4.93 -2.59
```

Properties
E_HOMO: -0.3821 hartree
Charge: +1
Molecular weight: 454.642 g mol⁻¹
HOMO-LUMO gap: 5.27 eV

Atom charges from the Mulliken analysis, given in e for atoms 1 to 8: -0.979 0.179 -0.967 -0.199 -0.198 -0.807 0.988 0.067

Model B:
Entry from the Open Molecules 2025 dataset: 2 unconnected molecules or ions with the total composition C29H36N5 (ωB97M-V/def2-TZVPD).

Geometry as XYZ:
```
70
Properties=species:S:1:pos:R:3
C 0.42 -1.12 2.46
N -0.45 -0.37 3.32
C -0.72 -0.90 4.63
C -1.26 0.22 5.49
C -2.48 0.81 4.85
N -2.25 1.10 3.45
C -3.28 1.91 2.83
C -3.16 1.82 1.33
C -1.71 1.99 0.91
N -0.90 0.93 1.48
C -1.22 0.59 2.72
H 0.72 -0.47 1.62
H 1.30 -1.45 3.02
H -0.09 -1.99 2.02
H -1.45 -1.73 4.58
H 0.21 -1.30 5.04
H -1.49 -0.14 6.49
H -0.50 1.00 5.59
H -3.32 0.10 4.94
H -2.79 1.72 5.37
H -4.28 1.57 3.16
H -3.18 2.95 3.19
H -3.53 0.84 0.98
H -3.79 2.60 0.89
H -1.62 1.90 -0.18
H -1.37 3.00 1.19
C 3.67 1.97 0.17
C 2.54 1.87 -0.77
N 2.19 2.93 -1.54
C 2.87 4.21 -1.52
C 1.21 2.56 -2.45
C 0.95 1.18 -2.27
C 0.19 0.51 -3.23
C -0.46 1.27 -4.22
C -0.20 2.64 -4.37
C 0.66 3.30 -3.50
C 1.76 0.75 -1.13
C 1.80 -0.51 -0.53
C 1.17 -1.69 -1.00
C 1.76 -2.91 -1.45
C 3.18 -3.23 -1.68
N 0.77 -3.77 -1.83
C 0.99 -5.03 -2.51
C -0.48 -3.17 -1.62
C -0.26 -1.88 -1.11
C -1.33 -1.01 -0.90
C -2.62 -1.46 -1.18
C -2.83 -2.75 -1.70
C -1.75 -3.61 -1.97
H 3.80 0.99 0.63
H 4.60 2.22 -0.36
H 3.49 2.73 0.95
H 2.34 4.89 -2.19
H 2.90 4.61 -0.50
H 3.91 4.12 -1.88
H 0.14 -0.57 -3.22
H -1.15 0.75 -4.89
H -0.67 3.17 -5.20
H 0.92 4.35 -3.60
H 2.54 -0.64 0.27
H 3.74 -2.35 -1.33
H 3.51 -4.11 -1.11
H 3.41 -3.38 -2.74
H 0.02 -5.48 -2.76
H 1.55 -4.86 -3.44
H 1.57 -5.72 -1.88
H -1.09 -0.03 -0.50
H -3.46 -0.79 -1.00
H -3.85 -3.08 -1.90
H -1.86 -4.59 -2.42
```

Properties
E_HOMO: -0.3643 hartree
Charge: +1
Molecular weight: 454.642 g mol⁻¹
HOMO-LUMO gap: 5.84 eV

Atom charges from the Mulliken analysis, given in e for atoms 1 to 8: -0.782 0.187 -0.586 -0.731 -0.728 0.257 -0.889 -0.657

Most stable structure - model B; separation to the second - 0.1016 hartree.